# 1
DFT (wB97M-V/def2-TZVPD) results for a molecular structure, C35H52BaBrN3OP2.

Computed properties:
* HOMO-LUMO gap: 5.92 eV
* max |F|: 0.0739 Eh/bohr
* total charge: +2
* electronic energy: -132956.580 eV
* multiplicity: 1
* highest occupied orbital energy: -13.03 eV

Each line ends with the Löwdin charge.
CARTESIAN COORDINATES (ANGSTROEM)
C  -2.1297  5.7784  -4.0905  -0.0105
C  -2.3936  4.4480  -4.4654  -0.2326
C  -2.6373  4.1954  -5.8332  -0.0124
C  -2.4529  5.2415  -6.7588  -0.1098
N  -2.0950  6.4720  -6.3872  0.0727
C  -1.9703  6.7548  -5.0921  -0.1072
C  -2.1675  3.3505  -3.4976  -0.0864
C  -1.1470  2.8316  -2.9697  -0.1981
C  0.0644  2.1437  -2.6991  -0.2937
C  0.8091  2.2411  -1.4860  -0.0212
C  1.8556  1.3523  -1.2536  -0.1062
C  2.0974  0.2877  -2.1460  -0.3384
C  1.4990  0.3126  -3.4184  -0.0777
C  0.5437  1.2676  -3.7098  -0.0095
Ba  -2.8714  1.1349  -1.9820  1.7837
P  3.3779  -0.9571  -1.7987  1.0299
H  -2.8883  3.1968  -6.2007  0.1062
H  -1.9688  6.0586  -3.0468  0.1197
H  -2.6102  5.0654  -7.8286  0.1210
H  -1.7453  7.7896  -4.8098  0.1228
H  0.1101  1.3247  -4.7128  0.1397
H  0.5219  2.9892  -0.7373  0.1401
H  1.7392  -0.4586  -4.1588  0.1121
H  2.4414  1.3845  -0.3319  0.1206
C  2.6630  -2.1386  -0.6203  -0.3529
C  3.0127  -3.6017  -0.8407  -0.1210
H  1.5622  -2.0193  -0.7258  -0.0635
H  2.9095  -1.7990  0.3974  0.1095
H  2.5554  -4.2102  -0.0526  0.0920
H  2.6199  -3.9593  -1.8008  0.0740
H  4.0931  -3.7823  -0.8151  0.0765
C  3.9390  -1.8058  -3.2906  -0.3188
C  4.4146  -0.9526  -4.4654  -0.1049
H  3.1107  -2.4612  -3.5983  0.1013
H  4.7524  -2.4738  -2.9670  0.1034
H  4.6620  -1.6033  -5.3127  0.0957
H  3.6609  -0.2360  -4.8012  0.0591
H  5.3243  -0.4027  -4.2105  0.0841
C  4.7339  -0.0890  -0.9867  -0.3244
C  6.0257  -0.8903  -0.8271  -0.1066
H  4.3379  0.1770  0.0030  0.0957
H  4.8945  0.8524  -1.5322  0.1087
H  6.8094  -0.2423  -0.4147  0.0932
H  5.8833  -1.7205  -0.1234  0.0846
H  6.4019  -1.2953  -1.7744  0.0748
Br  -0.3784  -0.8084  -0.6743  0.1413
P  -3.2489  -2.1281  -3.6514  0.9669
C  -1.4905  -2.6200  -3.4624  -0.4520
C  -1.2368  -4.1160  -3.6133  -0.1478
H  -1.1296  -2.2352  -2.4855  -0.0554
H  -0.9194  -2.0749  -4.2257  0.0683
H  -0.1600  -4.3033  -3.6769  0.0640
H  -1.6235  -4.7122  -2.7812  0.0690
H  -1.6767  -4.5068  -4.5353  0.0733
C  -3.8074  -1.9904  -1.9082  -0.5248
C  -4.4568  -3.3185  -1.4758  -0.1434
H  -4.5787  -1.1990  -1.8518  0.0385
H  -2.9482  -1.7436  -1.2525  -0.0201
H  -4.6414  -3.3193  -0.3956  0.0805
H  -5.4287  -3.4559  -1.9645  0.0809
H  -3.8484  -4.2020  -1.7087  0.0695
C  -3.0482  -0.4829  -4.4488  -0.5816
C  -2.9745  -0.6791  -5.9749  -0.1430
H  -2.1063  0.0028  -4.1157  -0.0095
H  -3.9416  0.1281  -4.2064  0.0354
H  -3.0973  0.2837  -6.4891  0.0706
H  -2.0079  -1.0980  -6.2896  0.0810
H  -3.7669  -1.3540  -6.3284  0.0800
C  1.1496  1.5780  6.3707  -0.0782
C  0.1651  0.4724  6.0420  -0.2180
N  -0.5859  0.6909  4.7891  -0.0604
C  -1.1396  -0.5819  4.2618  -0.2164
C  -2.3896  -1.0798  4.9578  -0.0574
C  -1.3751  1.8356  4.7424  -0.3925
O  -1.4743  2.6289  5.6768  0.0835
C  -2.1482  2.0889  3.4732  -0.0914
C  -3.3757  2.7492  3.6033  0.0291
C  -4.1555  2.9187  2.4704  -0.0276
C  -3.6840  2.4530  1.2324  -0.1838
N  -2.5002  1.8368  1.0901  -0.0286
C  -1.7111  1.7051  2.1885  -0.0820
H  1.8592  1.7022  5.5462  0.0775
H  1.7133  1.2735  7.2602  0.0840
H  0.6186  2.5139  6.5693  0.0687
H  0.6952  -0.4807  5.9019  0.1184
H  -0.5511  0.3571  6.8773  0.1299
H  -1.3040  -0.4601  3.1899  0.0882
H  -0.3317  -1.3104  4.3924  0.1156
H  -3.2876  -0.5533  4.6216  0.0763
H  -2.5101  -2.1397  4.7290  0.0816
H  -2.3018  -0.9830  6.0436  0.0828
H  -3.6836  3.1000  4.5859  0.1375
H  -5.1265  3.3992  2.5117  0.1160
H  -4.2878  2.5880  0.3216  0.0704
H  -0.7140  1.2726  2.0308  0.1101

Atoms 1-3, force components in eV/Å:
0.2 0.0 -0.1
-0.4 0.8 -0.7
0.2 0.0 0.1

# 2
DFT (wB97M-V/def2-TZVPD) results for a molecular structure, C35H52BiOP4Se.

Computed properties:
* HOMO-LUMO gap (spin up / spin down): 3.40 / 4.20 eV
* energy above the lowest of the compared OMol25 structures with the same formula, charge and spin: 48.2 kcal per mole
* max |F|: 0.0552 Eh/bohr
* total charge: +3
* electronic energy: -147500.956 eV
* multiplicity: 1
* highest occupied orbital energy (spin up / spin down): -15.09 / -15.09 eV

Each line ends with the Löwdin charge.
CARTESIAN COORDINATES (ANGSTROEM)
Bi  -0.0805  -0.0672  -1.0827  1.0576
P  -0.7783  2.7104  -0.8454  0.6860
P  -2.7553  -1.0840  -1.1116  0.7462
P  -0.8986  0.4444  -3.7437  0.6720
H  8.6536  -1.4538  -4.0831  0.0556
C  8.4854  -0.6912  -4.8530  -0.1145
C  8.8453  0.5889  -4.6574  -0.0589
H  9.3205  0.9147  -3.7251  0.0567
C  -0.1465  3.3439  0.7421  -0.2379
C  -2.5535  3.1788  -0.8631  -0.2386
C  0.0483  3.8677  -2.0134  -0.2409
C  -2.8440  -2.8958  -1.3695  -0.2202
C  -3.3977  -0.9968  0.5854  -0.2603
C  -4.1764  -0.3530  -2.0054  -0.2194
C  0.5766  0.9488  -4.7035  -0.2320
C  -2.1346  1.6855  -4.2748  -0.2278
C  -1.4339  -1.0243  -4.6920  -0.2534
H  8.0541  -1.0229  -5.8051  0.0497
H  8.7035  1.3489  -5.4345  0.0562
H  0.8954  3.0304  0.8744  0.0631
H  -0.7136  2.9627  1.5906  0.0118
H  -0.1824  4.4402  0.7524  0.0746
H  -3.1039  2.5875  -0.1167  0.0429
H  -2.9983  2.9880  -1.8500  0.0270
H  -2.6569  4.2476  -0.6221  0.0741
H  1.1353  3.7247  -1.9321  0.0586
H  -0.2048  4.9031  -1.7301  0.0763
H  -0.2541  3.6894  -3.0540  0.0227
H  -3.8189  -3.2488  -1.0045  0.0840
H  -2.0435  -3.3824  -0.7938  0.0596
H  -2.7228  -3.1519  -2.4287  0.0504
H  -4.4661  -1.2566  0.5914  0.0850
H  -3.2698  0.0093  1.0001  0.0299
H  -2.8388  -1.7120  1.1994  0.0590
H  -5.0811  -0.8494  -1.6256  0.0813
H  -4.0974  -0.5058  -3.0884  0.0435
H  -4.2415  0.7234  -1.7866  0.0491
H  0.2258  1.2483  -5.7041  0.0768
H  1.2801  0.1096  -4.7904  0.0492
H  1.0839  1.7964  -4.2249  0.0486
H  -2.1867  1.5918  -5.3701  0.0767
H  -1.8326  2.7065  -4.0117  0.0382
H  -3.1219  1.4749  -3.8450  0.0353
H  -1.7276  -0.6735  -5.6913  0.0777
H  -2.2860  -1.5298  -4.2231  0.0307
H  -0.6039  -1.7382  -4.7719  0.0235
C  2.6021  -2.1967  -3.1369  -0.6252
C  3.3837  -1.0741  -2.7890  -0.1265
C  4.6183  -0.8490  -3.3859  -0.0240
C  5.1657  -1.7928  -4.2595  0.0144
C  4.4281  -2.9418  -4.5785  -0.0124
C  3.1564  -3.1352  -4.0434  -0.0831
Se  0.8831  -2.4808  -2.4231  0.7542
H  1.4391  0.9200  -1.3427  -0.0675
H  2.9961  -0.3733  -2.0517  0.0483
H  5.1705  0.0656  -3.1598  0.1291
H  6.1640  -1.6312  -4.6712  0.0895
H  4.8446  -3.6956  -5.2484  0.1341
H  2.5795  -4.0197  -4.3157  0.1168
O  -0.7934  0.0692  1.7968  -0.4949
P  -0.6655  -0.0970  3.3019  0.8073
C  0.8237  -1.0382  3.6262  -0.2965
C  0.8556  -2.3574  3.1391  -0.1143
C  1.8828  -3.2088  3.5273  -0.0672
C  2.9190  -2.7364  4.3369  -0.0471
C  2.9844  -1.3740  4.6366  -0.0495
C  1.9703  -0.5006  4.2291  -0.0666
C  -0.8443  1.4953  4.1215  -0.2733
C  -0.1539  1.9026  5.2706  -0.0508
C  -0.5614  3.0585  5.9543  -0.0424
C  -1.6765  3.7822  5.5324  -0.0448
C  -2.3469  3.4004  4.3639  -0.0548
C  -1.9086  2.2835  3.6504  -0.1406
C  -2.0109  -1.0559  4.0643  -0.2636
C  -1.7940  -2.1504  4.9158  -0.0577
C  -2.8681  -2.7637  5.5659  -0.0493
C  -4.1693  -2.2889  5.3913  -0.0488
C  -4.3950  -1.2161  4.5285  -0.0595
C  -3.3273  -0.6064  3.8693  -0.1088
H  0.0496  -2.7094  2.4840  0.1098
H  1.8547  -4.2534  3.2176  0.1157
H  3.6723  -3.4254  4.7182  0.1214
H  3.8223  -0.9804  5.2054  0.1181
H  2.0476  0.5741  4.3733  0.0987
H  0.6861  1.3237  5.6441  0.0951
H  -0.0238  3.3665  6.8477  0.1199
H  -2.0575  4.6220  6.1224  0.1241
H  -3.2272  3.9477  4.0198  0.1158
H  -2.4235  2.0073  2.7212  0.0837
H  -0.7869  -2.5465  5.0732  0.1067
H  -2.6813  -3.6097  6.2344  0.1220
H  -5.0019  -2.7347  5.9405  0.1224
H  -5.4048  -0.8301  4.3775  0.1159
H  -3.5334  0.2261  3.1972  0.0806

Atoms 1-3, force components in eV/Å:
-0.3 1.3 0.2
-0.4 0.7 0.5
-2.4 -1.1 1.1